The following is a quantum chemistry calculation of an isolated molecule of C18H24N4O3 in a non-equilibrium geometry, from the OMol25 dataset.

## Properties
**Structure (SMILES)**: CCN1C[C@@H](CN(C)Cc2nc(COc3ccccc3)no2)CC1=O
**Total charge**: 0
**Kohn-Sham gap**: 9.287 eV
**Relative energy (zero: lowest compared OMol25 entry of this formula, charge and spin)**: 4.974 eV
**Highest occupied orbital energy**: -8.7 eV
**Spin multiplicity**: 1

Geometry (Å):
C 2.19036 3.58363 5.37370
C 2.44676 4.31410 4.06302
N 2.60695 3.29061 3.02155
C 1.52261 2.51504 2.49887
C 2.17530 1.51368 1.54681
C 1.26618 1.20201 0.32628
N 0.01596 0.52021 0.82259
C -1.21940 1.05082 0.17275
C 0.05188 -0.98555 0.90951
C 0.12026 -1.74673 -0.39760
N -0.61389 -2.80521 -0.65340
C -0.19664 -3.21559 -1.90422
C -0.68709 -4.51485 -2.53391
O -1.47182 -4.38210 -3.74305
C -2.53508 -3.51639 -3.75128
C -3.34614 -3.32054 -2.65516
C -4.49440 -2.55844 -2.75113
C -4.79825 -1.97035 -3.98427
C -4.00708 -2.20723 -5.13765
C -2.87626 -2.96969 -4.97668
N 0.78269 -2.46520 -2.37446
O 1.01987 -1.51222 -1.37768
C 3.50698 2.16509 1.13039
C 3.66283 3.23924 2.15385
O 4.62562 4.00383 2.05892
H 3.02898 2.93806 5.57135
H 1.31485 2.94818 5.32975
H 2.09229 4.30977 6.22087
H 3.36260 4.86931 4.22306
H 1.62360 4.99880 3.84202
H 1.06405 1.92227 3.28537
H 0.83568 3.18905 1.98952
H 2.41256 0.57661 2.09844
H 1.77207 0.59395 -0.40585
H 1.02203 2.15753 -0.17543
H -1.33265 0.76713 -0.88527
H -1.19552 2.12927 0.21335
H -2.09550 0.65737 0.69785
H -0.83441 -1.33278 1.44019
H 0.86634 -1.29559 1.54195
H 0.21819 -5.13779 -2.74118
H -1.23439 -5.06229 -1.77172
H -3.13271 -3.83668 -1.73242
H -5.09177 -2.33843 -1.86596
H -5.65969 -1.34198 -4.02720
H -4.29076 -1.83435 -6.12714
H -2.26910 -3.16892 -5.84803
H 4.32325 1.45327 1.13582
H 3.45183 2.61009 0.15290

=====

The following is a quantum chemistry calculation of a cluster of 4 separate species, C18H24N4O6 in total in a non-equilibrium geometry, from the OMol25 dataset.

## Properties
**Structure (SMILES)**: O=[N+]([O-])c1ccccc1.O=[N+]([O-])c1ccccc1.CN(C)C=O.CN(C)C=O
**Total charge**: 0
**Kohn-Sham gap**: 7.934 eV
**Relative energy (zero: lowest compared OMol25 entry of this formula, charge and spin)**: 15.690 eV
**Highest occupied orbital energy**: -9.3 eV
**Spin multiplicity**: 1

Geometry (Å):
O -3.25473 -0.59637 0.59013
N -3.26873 0.64963 0.65213
O -4.26173 1.34963 0.89613
C -2.30873 1.38063 -0.15887
C -1.30773 0.66363 -1.01087
C -0.02373 1.26863 -1.60887
C 0.12627 2.77763 -1.25087
C -0.82573 3.55663 -0.56787
C -2.13073 2.87563 0.02113
H -1.57773 -0.38937 -1.29287
H 0.71527 0.78963 -2.22787
H 0.77227 3.30463 -1.75287
H -0.59073 4.65863 -0.46487
H -2.88073 3.52263 0.58213
O -2.16673 2.56563 6.36313
N -2.19973 1.84763 5.29213
O -2.23573 2.33563 4.10213
C -1.68973 0.48663 5.32313
C -1.48573 -0.28537 4.14113
C -1.09973 -1.81837 4.27113
C -0.67973 -2.27337 5.65713
C -0.64673 -1.44137 6.83213
C -1.03673 0.03463 6.66313
H -1.93873 -0.06637 3.15613
H -1.21073 -2.48637 3.53513
H -0.36873 -3.25437 6.01613
H -0.20173 -1.70437 7.92213
H -0.76873 0.64063 7.42513
C -2.63673 -0.79237 -3.89187
N -1.87073 -1.91937 -3.34787
C -0.43373 -1.95237 -3.85487
C -2.37473 -2.89437 -2.73487
O -1.90973 -3.86237 -2.28687
H -2.63273 -1.16237 -5.08487
H -1.94273 0.14763 -4.02387
H -3.56273 -0.73437 -3.33487
H 0.07727 -1.03237 -4.30687
H -0.41673 -2.72037 -4.58387
H 0.12927 -2.13137 -3.07387
H -3.43973 -2.80637 -2.68187
C 4.33527 1.28663 -2.56287
N 4.97927 0.02763 -2.31087
C 5.62527 -0.20537 -1.03487
C 4.86427 -0.99137 -3.14687
O 5.40727 -2.13437 -2.97687
H 5.01527 1.80463 -3.14287
H 4.19327 1.88663 -1.54587
H 3.33727 1.13563 -3.01787
H 5.28827 -1.00637 -0.51187
H 5.48727 0.57563 -0.39487
H 6.66227 -0.29637 -1.14787
H 4.36527 -0.61537 -4.10587

=====

The following is a quantum chemistry calculation of a structure of composition C18H24N5O4S2ScSe3Te, from the OMol25 dataset.

## Properties
**Total charge**: 0
**Kohn-Sham gap**: 5.878 eV
**Relative energy (zero: lowest compared OMol25 entry of this formula, charge and spin)**: 0.201 eV
**Highest occupied orbital energy**: -6.3 eV
**Spin multiplicity**: 1

Geometry (Å):
Sc 0.63565 0.01818 0.03102
Se 2.40255 -1.78447 0.94313
Se 2.01115 -0.81032 3.05111
Te 1.81274 1.69871 2.76476
Se -0.34467 2.09732 1.53573
N -1.52681 0.44867 -1.08695
C -2.01114 -0.76327 -1.73805
C -2.89586 -0.44478 -2.95839
C -3.67340 -1.56682 -3.65967
C -4.39728 -2.54178 -2.73266
N -3.40536 -3.48815 -2.23543
C -3.43791 -4.13847 -1.09702
N -2.32718 -4.77045 -0.68857
N -4.54690 -4.18714 -0.33815
C -0.78496 -1.65248 -2.02031
O -0.93830 -2.76297 -2.56747
O 0.31917 -1.19901 -1.62858
H -2.26809 0.96425 -0.62907
H -1.06647 1.07501 -1.75758
H -2.61238 -1.30559 -0.99873
H -2.27942 0.06955 -3.69992
H -3.62210 0.29317 -2.60280
H -3.01521 -2.14579 -4.31114
H -4.41414 -1.09547 -4.30739
H -5.18587 -3.06890 -3.27510
H -4.86286 -2.00062 -1.89912
H -2.42904 -3.33645 -2.61541
H -1.46008 -4.52174 -1.15328
H -2.25300 -5.09082 0.26530
H -5.42615 -3.89299 -0.72334
H -4.56240 -4.76342 0.48539
O -0.77371 -1.16447 1.26338
S -2.16570 -1.30458 1.79809
C -2.16703 -2.98910 2.40499
C -3.34110 -3.54045 2.90098
C -3.35031 -4.87492 3.28013
C -2.19252 -5.63886 3.15743
C -1.02530 -5.06732 2.66894
C -1.00216 -3.73123 2.28213
C -2.28382 -0.43076 3.33639
C -3.33498 0.46134 3.47380
C -3.42898 1.21434 4.63510
C -2.46397 1.07759 5.62081
C -1.41061 0.18251 5.46459
C -1.31815 -0.58850 4.32089
H -4.23185 -2.93024 3.00504
H -4.25169 -5.31709 3.68539
H -2.20210 -6.67977 3.45319
H -0.12323 -5.65865 2.58205
H -0.10697 -3.27299 1.86910
H -4.05184 0.58760 2.67150
H -4.23619 1.92392 4.75639
H -2.52290 1.68267 6.51609
H -0.65174 0.09779 6.23076
H -0.48669 -1.26350 4.16489
O 0.46639 1.98638 -2.50612
S 1.81139 2.12890 -1.89704
N 2.16239 1.31315 -0.71966

=====

The following is a quantum chemistry calculation of a cluster of 3 separate species, C18H24N5O6 in total, from the OMol25 dataset.

## Properties
**Total charge**: +1
**Kohn-Sham gap**: 7.956 eV
**Highest occupied orbital energy**: -11.6 eV
**Spin multiplicity**: 1

Geometry (Å):
C -0.82194 0.43844 3.98139
C 0.11836 -0.48341 3.20427
C -0.50400 -1.05161 1.95487
O -0.50933 -2.20291 1.63619
O -1.07940 -0.07734 1.17739
C -1.03241 -0.30347 -0.23628
C -1.18093 1.06002 -0.87520
N 0.08879 1.79823 -0.79545
C 0.48389 2.35611 0.35357
N 1.74823 2.23001 0.72388
N -0.42391 3.08097 1.09083
H -1.17324 1.27070 3.37086
H -0.31893 0.83522 4.86187
H -1.69982 -0.10839 4.32318
H 0.41273 -1.34119 3.80512
H 1.01573 0.06558 2.90263
H -0.08819 -0.78468 -0.49984
H -1.83842 -0.95851 -0.56737
H -1.46509 0.97380 -1.92208
H -1.95801 1.62160 -0.36000
H 0.63659 1.91454 -1.63884
H 2.05593 2.58356 1.61819
H 2.30001 1.47972 0.33163
H -0.33320 2.97933 2.09504
H -0.46303 4.05965 0.82932
C -1.97106 6.29155 -4.02239
C -1.61778 5.41251 -3.00398
C -1.17903 4.14044 -3.32851
C -1.09731 3.77657 -4.65451
C -1.44346 4.62566 -5.68581
C -1.88638 5.89799 -5.35276
N -0.60221 2.41480 -4.94241
O -0.30985 1.70662 -3.98323
O -0.50423 2.07645 -6.09430
H -2.31542 7.28777 -3.77977
H -1.69114 5.71893 -1.96926
H -0.90851 3.43412 -2.56161
H -1.36670 4.29887 -6.71236
H -2.16527 6.58573 -6.13884
C 1.38306 -7.43082 0.92176
C 2.32126 -7.71177 1.90620
C 2.63614 -6.75764 2.86031
C 1.99062 -5.53598 2.80154
C 1.05419 -5.22731 1.83159
C 0.75497 -6.19263 0.88288
N 2.32119 -4.52127 3.82207
O 3.17497 -4.79557 4.63712
O 1.72225 -3.45956 3.78889
H 1.13983 -8.18190 0.18199
H 2.80954 -8.67612 1.93393
H 3.36265 -6.95024 3.63507
H 0.57697 -4.25882 1.81991
H 0.02549 -5.97680 0.11411

=====

The following is a quantum chemistry calculation of a structure of composition C18H24N8O2RhS2 in a non-equilibrium geometry, from the OMol25 dataset.

## Properties
**Total charge**: +1
**Kohn-Sham gap (spin up / spin down)**: 5.961 / 5.962 eV
**Relative energy (zero: lowest compared OMol25 entry of this formula, charge and spin)**: 1.661 eV
**Highest occupied orbital energy (spin up / spin down)**: -9.3 / -9.3 eV
**Spin multiplicity**: 1

Geometry (Å):
Rh 0.28830 0.07050 0.11110
S 0.33280 0.12540 2.56870
C 2.02390 0.07820 2.95610
C 2.39170 0.08420 4.30450
C 3.71900 0.01230 4.67240
C 4.70770 -0.03590 3.69420
C 4.36280 -0.01370 2.35770
C 3.02320 0.02390 1.96290
S 2.67120 -0.01150 0.25870
H 1.62010 0.14260 5.05700
H 3.98560 -0.00690 5.71840
H 5.74600 -0.09800 3.98170
H 5.12270 -0.03480 1.59150
N -0.03580 1.72280 -3.94400
C -0.01150 0.45780 -4.45850
C 0.05450 -0.39040 -3.38700
N 0.07190 0.32970 -2.24530
C 0.01250 1.60760 -2.58920
C -0.00770 2.62690 -1.58060
N -0.11510 2.30870 -0.29360
C -0.06620 3.46840 0.40630
C 0.06150 4.51370 -0.46150
N 0.09050 3.97410 -1.71460
H -0.10650 2.56490 -4.49220
H -0.03930 0.26920 -5.51310
H 0.08870 -1.46100 -3.37380
H -0.13650 3.48350 1.47540
H 0.13660 5.56580 -0.28830
H 0.22220 4.50370 -2.56030
N -2.16540 -0.20980 -0.00860
C -2.60360 -1.56980 -0.30800
C -3.69270 -2.10880 0.63470
C -3.42560 -1.96190 2.13900
C -2.04400 -2.41280 2.59980
N -1.80680 -3.80490 2.27680
C -0.65140 -4.34560 1.92150
N 0.49450 -3.67070 2.00360
N -0.61000 -5.65880 1.65970
C -1.38830 -2.56870 -0.32670
O -1.63930 -3.75550 -0.49860
O -0.24090 -2.10010 -0.11650
H -2.47820 0.08650 0.91060
H -2.51020 0.45180 -0.69360
H -2.99880 -1.61290 -1.33140
H -3.82370 -3.16220 0.37840
H -4.63230 -1.59680 0.41650
H -4.19310 -2.52790 2.66960
H -3.54370 -0.92320 2.44970
H -1.95830 -2.28420 3.68340
H -1.28520 -1.78390 2.13050
H -2.63310 -4.37530 2.16940
H 0.48290 -2.66070 1.93120
H 1.32030 -4.09160 1.60840
H -1.46750 -6.14920 1.47130
H 0.22520 -6.05780 1.26400

=====

| no. | molar mass (g mol⁻¹) |
| --- | --- |
| 1 | 344.42 |
| 2 | 392.41 |
| 3 | 847.99 |
| 4 | 406.42 |
| 5 | 551.48 |